1.
# C5H12NO2

A 2-piece molecular cluster, C5H12NO2 overall at a distorted geometry (the ωB97M-V functional and the def2-TZVPD basis, OMol25).

Cartesian coordinates (Å):
C1 0.788 -0.403 -1.917
C2 -0.329 1.747 -1.157
C3 -0.406 -1.876 1.381
C4 -0.185 0.311 -1.092
C5 -0.071 -0.386 1.759
N1 0.901 0.070 0.790
O1 1.132 1.386 1.014
O2 -1.214 0.496 1.672
H1 1.611 0.319 -2.188
H2 1.406 -1.135 -1.259
H3 0.510 -1.128 -2.675
H4 -0.042 2.399 -2.021
H5 0.260 2.159 -0.196
H6 -1.450 1.995 -1.069
H7 0.478 -2.334 1.098
H8 -0.755 -2.448 2.249
H9 -1.129 -1.700 0.569
H10 -1.082 -0.264 -0.838
H11 0.302 -0.345 2.759
H12 -0.724 1.136 1.119

ΔE to the lowest compared entry with this formula, charge and spin: 6.2813 eV
Energy: -402.79862 a.u.
HOMO level (spin up / spin down): -0.088 / -0.088 Ha
Total charge: -1
HOMO-LUMO gap (spin up / spin down): 6.59 / 6.60 eV


2.
# C19H24O6STi

C19H24O6STi as an isolated structure (the ωB97M-V functional and the def2-TZVPD basis, OMol25).

Cartesian coordinates (Å):
Ti1 0.653 -0.518 -1.770
C1 1.951 -0.665 2.517
C2 2.642 -0.103 1.304
C3 3.900 -0.552 0.928
C4 4.503 -0.089 -0.234
C5 3.849 0.822 -1.047
C6 2.598 1.298 -0.674
C7 2.008 0.842 0.501
H1 2.343 -0.226 3.439
H2 2.097 -1.745 2.571
H3 0.879 -0.470 2.474
H4 4.393 -1.313 1.522
H5 5.468 -0.480 -0.529
H6 4.288 1.138 -1.984
H7 2.065 1.991 -1.313
H8 1.022 1.201 0.773
C8 0.115 -4.219 -2.878
C9 0.045 -3.578 -1.501
C10 -0.663 -4.463 -0.490
O1 -0.701 -2.355 -1.670
C11 1.491 -3.281 -1.021
O2 2.187 -4.241 -0.713
O3 1.840 -2.049 -1.008
H9 -0.887 -4.500 -3.208
H10 0.754 -5.099 -2.840
H11 0.528 -3.500 -3.588
H12 -1.668 -4.707 -0.843
H13 -0.737 -3.958 0.476
H14 -0.092 -5.378 -0.350
H15 -1.211 -2.159 -0.867
C12 1.129 -0.221 -3.583
H16 1.877 -0.775 -4.160
H17 0.553 0.472 -4.209
C13 -3.679 5.126 3.098
C14 -3.215 4.003 2.211
C15 -2.655 2.852 2.748
C16 -2.204 1.821 1.932
C17 -2.320 1.944 0.561
C18 -2.886 3.085 0.000
C19 -3.327 4.103 0.824
S1 -1.754 0.680 -0.524
O4 -2.836 0.334 -1.408
O5 -1.278 -0.422 0.325
O6 -0.594 1.266 -1.242
H18 -3.721 4.814 4.141
H19 -4.671 5.474 2.804
H20 -3.002 5.981 3.032
H21 -2.568 2.758 3.825
H22 -1.767 0.920 2.340
H23 -2.974 3.152 -1.077
H24 -3.768 4.993 0.389

ΔE to the lowest compared entry with this formula, charge and spin: 0.5776 eV
Energy: -2437.61270 a.u.
Multiplicity: 2
Expectation value of S²: 0.782
HOMO level (spin up / spin down): -0.114 / -0.117 Ha
Total charge: -1
HOMO-LUMO gap (spin up / spin down): 5.57 / 5.65 eV


3.
# C5H11NO

A 2-piece molecular cluster, C5H11NO overall at a distorted geometry (the ωB97M-V functional and the def2-TZVPD basis, OMol25).

Cartesian coordinates (Å):
C1 -0.465 -0.531 -0.371
C2 0.292 -1.245 -1.287
N1 0.241 -0.906 -2.704
C3 0.225 -0.101 0.944
C4 -0.791 0.061 2.112
C5 -0.946 -0.572 3.302
H1 -1.411 -0.072 -0.608
H2 1.061 -1.895 -1.000
H3 0.340 -1.700 -3.347
H4 -0.759 -0.557 -2.884
H5 0.991 -0.937 1.048
H6 0.959 0.623 1.008
H7 -1.528 0.782 1.720
H8 -1.746 -0.247 3.912
H9 -0.006 -0.996 3.734
H10 0.170 2.536 -1.531
H11 1.415 1.737 -1.545
O1 1.117 2.674 -1.223

ΔE to the lowest compared entry with this formula, charge and spin: 3.3270 eV
Energy: -326.95266 a.u.
Multiplicity: 2
Expectation value of S²: 0.752
HOMO level (spin up / spin down): 0.033 / -0.143 Ha
Total charge: -1
HOMO-LUMO gap (spin up / spin down): 2.87 / 7.63 eV


4.
# C4H10NO2

A 2-piece molecular cluster, C4H10NO2 overall at a distorted geometry (the ωB97M-V functional and the def2-TZVPD basis, OMol25).

Cartesian coordinates (Å):
C1 3.497 0.021 0.218
C2 -0.252 -0.649 -1.182
C3 -0.356 -0.528 1.330
C4 -1.678 0.853 -0.112
N1 -0.336 0.180 0.013
O1 4.563 -0.243 0.032
O2 0.688 1.158 0.008
H1 1.418 0.621 -0.286
H2 0.552 -1.357 -1.200
H3 -1.162 -1.002 -1.361
H4 0.155 -0.077 -1.931
H5 -0.054 -1.513 1.292
H6 0.218 -0.052 2.017
H7 -1.367 -0.643 1.684
H8 -2.564 0.214 0.021
H9 -1.620 1.733 0.648
H10 -1.701 1.287 -1.190

ΔE to the lowest compared entry with this formula, charge and spin: 4.3211 eV
Energy: -363.27686 a.u.
HOMO level: -0.623 Ha
Total charge: +1
HOMO-LUMO gap: 14.03 eV


5.
# C2H5NOS2

C2H5NOS2 as an isolated structure at a distorted geometry (the ωB97M-V functional and the def2-TZVPD basis, OMol25).

Cartesian coordinates (Å):
C1 0.091 0.582 0.698
C2 0.301 0.507 -0.891
N1 -1.098 1.304 0.930
O1 -1.042 0.250 -1.319
S1 -3.296 -0.911 0.100
S2 -2.131 1.010 -0.162
H1 0.008 -0.449 0.968
H2 0.950 1.138 1.099
H3 0.439 1.388 -1.382
H4 0.960 -0.341 -1.139
H5 -3.558 -0.959 1.536

ΔE to the lowest compared entry with this formula, charge and spin: 2.1844 eV
Energy: -1005.35850 a.u.
Multiplicity: 3
Expectation value of S²: 2.009
HOMO level (spin up / spin down): -0.218 / -0.342 Ha
HOMO-LUMO gap (spin up / spin down): 6.35 / 6.72 eV


6.
# C21H25LaO6S

C21H25LaO6S as an isolated structure at a distorted geometry (the ωB97M-V functional and the def2-TZVPD basis, OMol25).

Cartesian coordinates (Å):
La1 -5.890 0.851 13.674
O1 -9.058 4.098 13.832
C1 -8.251 3.165 14.257
O2 -7.503 2.638 13.433
C2 -8.339 2.734 15.696
O3 -7.097 2.131 16.024
C3 -7.211 0.957 16.814
C4 -8.032 -0.169 16.139
O4 -8.408 -0.998 16.963
O5 -8.087 -0.073 14.870
H1 -8.823 4.314 12.911
H2 -8.484 3.619 16.402
H3 -9.169 2.074 15.804
H4 -6.224 0.507 16.911
H5 -7.667 1.193 17.801
C5 -3.739 2.036 15.091
C6 -4.492 3.099 14.527
C7 -4.396 2.995 13.117
C8 -3.457 1.961 12.847
C9 -3.020 1.410 14.025
C10 -1.777 0.561 14.220
C11 -2.832 1.668 11.487
C12 -5.201 3.670 12.025
C13 -5.222 4.158 15.326
C14 -3.557 1.798 16.555
H6 -1.761 0.320 15.271
H7 -0.926 1.212 13.937
H8 -1.765 -0.294 13.594
H9 -3.409 0.871 10.988
H10 -1.820 1.329 11.529
H11 -2.846 2.482 10.754
H12 -5.987 4.387 12.421
H13 -5.766 2.963 11.434
H14 -4.570 4.252 11.367
H15 -5.902 4.753 14.737
H16 -4.460 4.857 15.783
H17 -5.747 3.679 16.158
H18 -3.600 0.707 16.838
H19 -4.339 2.351 17.100
H20 -2.648 2.253 16.943
O6 -8.189 0.328 10.183
C15 -7.344 0.993 10.484
S1 -5.778 -1.110 11.781
C16 -5.273 -2.020 13.267
C17 -3.907 -2.036 13.616
C18 -3.449 -2.499 14.813
C19 -4.299 -2.965 15.801
C20 -5.655 -2.982 15.460
C21 -6.121 -2.583 14.202
H21 -3.236 -1.492 12.917
H22 -2.423 -2.385 15.051
H23 -3.925 -3.234 16.779
H24 -6.365 -3.327 16.226
H25 -7.180 -2.665 14.030

ΔE to the lowest compared entry with this formula, charge and spin: 0.8935 eV
Energy: -1696.52349 a.u.
HOMO level: -0.289 Ha
HOMO-LUMO gap: 7.72 eV